# 1
A molecular structure, C16H15ClPrTe, computed with ωB97M-V/def2-TZVPD.

Structure (XYZ):
```
34
Properties=species:S:1:pos:R:3:forces:R:3
Pr -1.1902 -0.5203 0.7204 -0.3 0.5 -3.1
Te -0.1479 2.3508 0.8621 0.0 -0.3 0.4
Cl 0.3711 -2.4193 0.2458 0.3 -0.5 0.3
C 3.3160 0.2666 -1.2990 -0.4 0.1 -0.6
C 1.8690 1.1207 -2.8797 0.4 -0.4 0.6
C 1.0642 0.3154 2.8322 -0.4 0.1 0.7
C 2.9020 -0.8081 -2.1391 -0.4 0.9 -0.2
C -2.9572 -0.9741 -1.4143 0.3 0.2 0.2
C -0.1119 1.0517 2.5397 -0.4 0.0 0.4
C 2.0063 -0.2788 -3.1179 0.5 0.3 0.7
C -1.9184 -1.1742 -2.3746 -0.4 0.3 0.1
C -1.3967 0.0895 -2.7319 -0.1 -0.1 0.3
C -2.0332 1.0785 -1.9474 -0.3 -0.5 0.3
C -3.0198 0.4366 -1.1347 0.2 -0.2 -0.1
C -0.1652 -1.0559 4.4271 -0.1 0.0 0.1
C -1.3595 -0.4099 4.0885 0.1 0.6 0.1
C -1.3503 0.6519 3.1523 1.2 -0.3 0.5
C 1.0303 -0.7146 3.7848 0.1 0.4 0.0
C 2.6783 1.4592 -1.7536 -0.1 -0.7 -0.4
H -1.6355 -2.1210 -2.8342 0.0 0.3 0.3
H -2.2567 1.2072 2.9060 0.1 -0.1 0.2
H 3.1998 -1.8467 -2.0417 0.0 0.1 0.0
H 1.9584 -1.2075 4.0969 -0.4 0.1 -0.3
H -3.6717 -1.7234 -1.0775 0.1 0.1 0.0
H -2.2722 -0.6339 4.6541 0.3 0.0 -0.4
H 1.9977 0.6307 2.3607 -0.3 -0.3 0.0
H -1.8463 2.1520 -2.0085 -0.1 -0.4 0.1
H 4.0515 0.2061 -0.4995 -0.2 0.0 0.0
H -0.1447 -1.7619 5.2674 -0.1 0.1 -0.6
H 1.5053 -0.8569 -3.8887 0.0 0.1 0.1
H -0.6854 0.2852 -3.5364 0.0 -0.2 0.7
H -3.7779 0.9445 -0.5397 0.1 -0.1 -0.1
H 1.2193 1.8129 -3.4146 0.2 -0.1 0.0
H 2.7715 2.4468 -1.3052 0.0 -0.2 -0.1
```
Positions in Å, forces in eV/Å.

Computed properties:
Spin multiplicity: 3
Net charge: -1
HOMO-LUMO gap (spin up / spin down), eV: 3.82 / 3.85
E_LUMO (spin up / spin down), Ha: 0.05552 / 0.05650
HOMO energy (spin up / spin down), eV: -2.312 / -2.314
Expectation value of S²: 2.006

Results of the Löwdin charge analysis, in e, for atoms 1 through 8: 0.486, 0.919, 0.046, -0.229, -0.235, -0.145, -0.226, -0.293



# 2
A molecular structure, C16H15ClPt, computed with ωB97M-V/def2-TZVPD.

Structure (XYZ):
```
33
Properties=species:S:1:pos:R:3:forces:R:3
Pt -0.8013 0.8472 -0.3192 0.1 -3.7 -0.7
Cl -2.3354 0.5721 -2.0203 -1.4 0.3 -0.9
C -0.2692 -1.9071 -2.5838 0.6 -0.5 0.7
C 1.9165 1.2797 -1.9610 0.1 0.5 -0.3
C 0.6066 1.6950 -2.2695 1.4 1.3 0.7
C -2.0456 1.1962 3.4469 0.0 -0.4 -0.1
C 1.0391 -2.1696 -3.0792 -0.4 0.3 0.0
C 1.1321 -2.1628 -0.7628 0.2 -0.4 -0.8
C 1.0554 2.0825 0.0362 -0.9 1.5 -1.7
C 0.1059 2.4268 -1.0994 1.0 0.6 0.8
C -0.7611 -0.9969 2.1760 -0.6 0.7 0.9
C -1.0851 -1.0661 3.5357 -0.2 0.2 -0.2
C 1.9049 -2.3270 -1.9636 0.1 0.1 0.8
C -1.0895 0.1944 1.5283 0.6 -0.1 -1.0
C -1.7126 1.2817 2.1052 -0.5 -0.2 1.8
C -1.7343 0.0187 4.1485 0.2 0.1 0.2
C -0.2145 -1.9608 -1.1515 0.6 0.0 -1.0
C 2.2072 1.5365 -0.6014 0.0 0.0 -0.1
H 0.9774 2.4994 1.0430 0.2 0.0 -0.4
H -0.8478 -1.9646 4.1115 -0.1 0.2 0.0
H -1.1606 -1.6351 -3.1451 0.3 -0.2 0.0
H 0.1068 1.6539 -3.2276 0.1 -0.1 0.2
H 3.0023 -2.4785 -1.9618 -0.7 0.1 -0.2
H -1.9672 -0.0278 5.2073 0.0 -0.1 0.0
H 3.1752 1.3976 -0.1088 -0.4 -0.3 -0.2
H -1.0664 -1.9698 -0.4994 -0.3 0.2 0.2
H -0.3092 -1.8198 1.6346 0.1 0.1 0.1
H 2.6361 0.9297 -2.6995 -0.3 -0.4 0.3
H -1.9296 2.1372 1.4557 -0.1 -0.1 0.7
H 1.4993 -2.1671 0.2740 -0.1 -0.1 -0.6
H -0.7937 3.0501 -1.0107 0.7 0.4 -0.4
H -2.5491 2.0257 3.9155 -0.1 0.1 0.4
H 1.3071 -2.1715 -4.1536 0.0 0.0 0.7
```
Positions in Å, forces in eV/Å.

Computed properties:
Spin multiplicity: 3
Net charge: -2
HOMO-LUMO gap (spin up / spin down), eV: 4.18 / 4.40
E_LUMO (spin up / spin down), Ha: 0.18012 / 0.17974
HOMO energy (spin up / spin down), eV: 0.722 / 0.490
Expectation value of S²: 2.022

Results of the Löwdin charge analysis, in e, for atoms 1 through 8: 0.841, -0.151, -0.245, -0.170, -0.212, -0.135, -0.235, -0.218



# 3
A single C16H15F3N2O4 molecule, computed with ωB97M-V/def2-TZVPD.

Structure (XYZ):
```
40
Properties=species:S:1:pos:R:3:forces:R:3
F 3.3326 -0.5845 0.1890 -0.3 -1.2 0.9
F 3.7125 -2.7945 0.3441 -1.4 1.8 0.4
F 2.7194 -1.7558 2.0154 0.3 0.4 -1.5
O 1.9678 2.6359 -0.6656 4.0 3.4 1.5
O -0.2902 0.5963 4.1701 -0.1 -1.7 -0.7
O 1.3062 1.5842 -2.4454 0.3 0.4 2.6
O 0.1292 -1.3858 3.2476 -0.4 1.8 0.2
N -2.1254 1.6202 0.6094 1.0 1.3 0.0
N -0.2442 -0.1910 3.1949 1.3 -0.3 1.9
C -0.9324 -1.4769 -0.4851 0.7 -0.6 -0.4
C -1.1199 1.9481 -0.2623 -0.7 -1.5 0.3
C 0.3891 0.2185 0.7851 -0.6 -0.5 0.9
C -1.7874 1.0560 1.8198 1.7 -1.1 -1.2
C 1.1922 1.8195 -1.0925 -5.2 -3.9 -2.9
C 0.1014 1.2963 -0.2543 0.5 0.6 0.0
C 1.2297 -3.1835 -0.7726 0.8 -0.5 0.6
C 0.2795 -1.1458 0.1177 1.9 -0.5 0.1
C 1.4357 -2.0201 -0.0133 -2.0 -0.1 -0.3
C -2.8064 1.2403 2.9005 0.0 0.3 0.4
C -1.4557 3.0123 -1.2759 -0.7 -0.6 0.3
C -1.0319 -2.6347 -1.2756 -1.5 1.2 0.1
C 2.7901 -1.7784 0.6610 0.3 -0.8 -0.4
C -0.5717 0.3493 1.9662 -2.7 2.2 -2.3
C 0.9553 0.2588 -2.8469 0.0 -1.8 -0.7
C 0.0272 -3.5082 -1.3947 -0.1 1.1 0.0
H -0.1003 -4.3562 -2.0283 0.3 -0.6 -0.1
H 1.1461 0.1753 -3.9217 0.2 0.4 0.3
H 1.3563 0.3988 1.2321 0.7 -0.3 -0.1
H -0.7145 3.1643 -2.0442 0.6 0.4 0.1
H -2.0127 -2.7278 -1.8088 1.1 -0.5 0.5
H 2.6247 2.8710 -1.3497 0.3 0.1 0.1
H -2.7774 0.4341 3.6499 0.0 0.4 -0.2
H -2.3067 2.6440 -1.8434 -0.4 0.1 0.1
H -0.0975 0.0202 -2.7011 0.0 0.3 0.3
H -1.7838 -0.7981 -0.4158 0.3 -0.1 0.1
H -3.8287 1.3341 2.4876 0.7 0.0 0.0
H 2.0244 -3.9278 -0.8154 0.0 0.3 -0.1
H -2.5291 2.2081 3.3864 -0.4 -0.8 -0.1
H -1.7699 3.9109 -0.7352 0.2 0.0 -0.4
H 1.5666 -0.5273 -2.3290 -0.5 0.9 -0.3
```
Positions in Å, forces in eV/Å.

Computed properties:
Relative energy (zero: lowest compared OMol25 entry of this formula, charge and spin), eV: 7.259
HOMO-LUMO gap, eV: 6.46
E_LUMO, Ha: -0.02840
HOMO energy, eV: -7.237

Results of the Löwdin charge analysis, in e, for atoms 1 through 8: 0.085, 0.075, 0.143, 0.313, 0.044, 0.001, 0.054, 0.087



# 4
A molecular structure, C16H15F6N5OPdS, computed with ωB97M-V/def2-TZVPD.

Structure (XYZ):
```
45
Properties=species:S:1:pos:R:3:forces:R:3
Pd 0.3583 0.1587 0.2574 -0.1 -0.2 0.0
S 0.1510 -0.0382 2.7240 0.3 0.3 -0.4
F 4.3562 -0.0730 -2.1400 0.1 0.0 0.1
F 4.8951 -0.1322 -0.0387 0.0 0.0 -0.1
F 3.1139 0.9462 1.7011 0.0 0.1 -0.1
F 4.0060 2.7521 0.9101 0.0 0.1 0.0
F 1.8470 2.4941 0.8789 -0.2 0.0 0.3
F 5.3079 1.6387 -1.2170 0.1 0.0 0.0
O 2.1667 0.1483 -0.7047 -0.1 0.1 0.6
N -1.2420 1.2634 -0.4574 0.1 0.0 0.2
N -0.3261 -1.9148 0.4200 0.1 0.2 -0.6
N -3.9098 3.3255 -2.3559 0.0 0.1 0.0
N -2.2743 3.4516 -0.6970 0.5 0.3 0.6
N -3.4662 5.2951 -1.2522 0.0 -0.1 0.0
C 4.4541 0.6484 -1.0227 -0.3 -0.2 0.0
C 3.0491 1.8708 0.7363 -0.1 -0.4 -0.3
C -1.7622 2.3067 -0.6000 -0.4 0.0 -0.3
C -1.4425 -4.1988 3.0832 0.0 0.0 0.0
C -0.7212 -2.1484 4.0856 0.0 0.0 0.0
C 3.0390 1.2387 -0.6814 0.2 -0.2 0.2
C -0.1146 -2.0541 -2.0074 -0.1 -0.1 0.1
C -1.1535 -3.7047 1.7829 0.0 -0.1 0.1
C -0.4296 -1.6107 2.8148 0.0 0.0 -0.1
C -1.0225 -3.9441 -0.5996 0.0 -0.1 -0.1
C -0.4927 -2.6453 -0.6863 0.0 0.1 0.2
C -0.6379 -2.4147 1.6380 0.1 0.1 0.1
C 2.6533 2.2674 -1.7353 0.0 0.0 -0.1
C -3.2182 4.0059 -1.4418 -0.1 -0.2 -0.2
C -1.2208 -3.4323 4.2110 0.0 -0.1 0.0
C -1.3501 -4.4674 0.6164 -0.1 -0.2 0.0
H -3.7412 2.3475 -2.4994 0.0 -0.1 0.0
H -0.5462 -1.5425 4.9671 0.0 0.0 -0.1
H -1.1592 -4.5171 -1.5072 0.0 0.0 0.0
H -1.4377 -3.8305 5.1934 0.0 0.0 0.0
H -1.8438 -5.2017 3.1814 0.0 0.0 0.0
H -0.2143 -2.7819 -2.8085 0.0 0.0 0.0
H -4.1812 5.7854 -1.7605 0.0 0.0 0.0
H -1.7628 -5.4670 0.6944 0.0 0.0 0.0
H 1.6293 2.5884 -1.5656 -0.1 0.1 0.0
H 3.3164 3.1303 -1.6904 0.0 0.0 0.0
H -0.7600 -1.2061 -2.2358 -0.1 0.1 0.0
H 0.9137 -1.7083 -1.9866 0.2 0.1 0.0
H -2.9309 5.7991 -0.5675 0.0 0.0 0.1
H -4.6191 3.7635 -2.9180 0.0 0.0 0.0
H 2.7232 1.8082 -2.7188 0.0 0.0 0.0
```
Positions in Å, forces in eV/Å.

Computed properties:
Spin multiplicity: 5
Net charge: +2
HOMO-LUMO gap (spin up / spin down), eV: 8.23 / 6.06
E_LUMO (spin up / spin down), Ha: -0.24707 / -0.35223
HOMO energy (spin up / spin down), eV: -14.956 / -15.641
Expectation value of S²: 6.045

Results of the Löwdin charge analysis, in e, for atoms 1 through 8: 0.967, 0.941, 0.188, 0.198, 0.141, 0.228, 0.099, 0.207



# 5
A single C16H15FN2S molecule, computed with ωB97M-V/def2-TZVPD.

Structure (XYZ):
```
35
Properties=species:S:1:pos:R:3:forces:R:3
S 0.9488 3.0157 0.0852 0.2 0.4 0.0
F -5.6837 -1.0213 -1.1038 0.0 0.0 0.0
N -1.2831 1.7987 0.6167 0.2 0.1 0.4
N 0.5510 0.3885 0.2562 -0.5 0.1 0.0
C -4.5991 -0.3305 -0.6937 0.1 0.1 0.0
C 2.0890 0.6516 -1.6083 0.0 -0.2 0.0
C -2.3754 1.0666 0.1578 -0.5 -0.5 -0.2
C 2.7552 -0.6042 0.3413 -0.2 0.2 0.1
C -3.6122 1.2626 0.7745 0.3 -0.1 -0.1
C 4.2832 -0.3114 -1.4912 0.1 -0.1 0.0
C -4.7261 0.5652 0.3538 -0.1 -0.2 -0.3
C -2.2802 0.1771 -0.9130 -0.1 0.3 0.1
C -3.3915 -0.5265 -1.3377 -0.3 0.0 0.1
C 0.0418 1.6476 0.2810 0.1 0.6 0.2
C 1.8031 0.1507 -0.3441 0.7 -0.1 -0.4
C 2.3394 -1.1835 1.6581 -0.1 -0.1 -0.1
C 3.9883 -0.8340 -0.2440 0.0 0.1 -0.1
C 0.9399 -1.7581 1.4479 0.0 0.1 0.0
C 3.3295 0.4251 -2.1737 -0.1 0.0 0.0
C -0.0429 -0.6402 1.1066 -0.4 -0.5 0.2
H -3.6931 1.9687 1.5871 0.0 0.1 0.1
H -3.3298 -1.2140 -2.1661 0.0 -0.1 -0.1
H 5.2526 -0.4845 -1.9331 0.1 0.0 0.0
H 0.9799 -2.4814 0.6306 0.0 0.0 0.1
H -0.3838 -0.1526 2.0267 0.0 -0.1 -0.1
H -1.4980 2.7356 0.9354 0.2 -0.1 -0.2
H -1.3427 0.0583 -1.4342 0.1 0.0 0.0
H -0.9223 -1.0736 0.6148 0.1 0.1 0.2
H 0.5833 -2.2739 2.3401 -0.1 0.0 0.0
H 3.0369 -1.9565 1.9810 0.0 0.0 0.0
H -5.6853 0.7073 0.8252 -0.1 0.0 0.0
H 2.3084 -0.4047 2.4253 0.0 0.0 0.1
H 4.7242 -1.4189 0.2888 0.1 -0.1 0.1
H 3.5494 0.8236 -3.1524 0.0 0.0 -0.1
H 1.3455 1.2268 -2.1389 0.0 0.0 0.0
```
Positions in Å, forces in eV/Å.

Computed properties:
HOMO-LUMO gap, eV: 8.50
E_LUMO, Ha: 0.01825
HOMO energy, eV: -8.005

Results of the Löwdin charge analysis, in e, for atoms 1 through 8: 0.678, 0.054, 0.040, -0.051, -0.282, -0.057, -0.260, -0.169



# 6
A single C16H15NO3S2 molecule, computed with ωB97M-V/def2-TZVPD.

Structure (XYZ):
```
37
Properties=species:S:1:pos:R:3:forces:R:3
S 0.9242 -0.5035 -1.5323 -0.2 0.8 -0.6
S 0.7314 1.8411 0.6248 -0.5 0.3 -0.4
O -0.2755 -0.6709 0.8506 1.8 1.5 -1.6
O -6.1365 0.1699 -1.3585 1.5 -1.2 1.6
O -6.3721 -1.2678 0.2782 1.6 1.4 -1.3
N -5.6393 -0.5415 -0.4476 -3.6 -0.2 -0.3
C -2.3839 -1.3521 1.0963 -0.6 -0.2 0.2
C -4.2427 -0.5545 -0.2043 2.2 0.3 0.1
C 0.9384 0.9394 -2.6301 0.2 -0.5 -1.2
C -1.9979 0.2039 -0.7366 0.4 -0.1 0.6
C 3.7288 -2.2008 1.1599 0.1 0.7 1.1
C 3.5447 -0.4550 2.8143 0.2 -1.1 -0.8
C 0.4140 2.6686 -0.9158 0.1 1.0 0.0
C -1.5099 -0.5593 0.3490 -0.5 -0.3 0.3
C 2.0878 -0.4542 0.8867 0.4 1.0 -0.6
C 2.5779 0.1789 2.0228 0.3 -0.8 1.2
C 1.3919 2.2288 -2.0015 0.4 1.0 -0.2
C -3.7271 -1.3632 0.8481 -0.8 0.9 -1.3
C -3.3594 0.2364 -0.9952 -0.7 -1.2 1.2
C 4.1171 -1.6842 2.4158 -1.0 0.6 -0.8
C 2.7614 -1.5555 0.3882 0.2 -1.2 0.4
C 0.9077 0.1617 0.1168 -0.7 -2.5 2.0
H -0.6366 2.6061 -1.2169 0.2 0.0 -0.1
H -1.3021 0.7599 -1.3486 -0.4 0.0 0.1
H 2.4998 -1.9936 -0.5774 0.1 0.1 0.5
H 3.8428 -0.0455 3.7571 0.1 0.4 0.3
H 1.4834 3.0454 -2.7809 -0.2 -1.0 0.7
H -1.9815 -1.9499 1.9064 0.1 0.1 -0.1
H 4.8085 -2.2276 3.0605 -0.1 0.3 -0.2
H 2.3948 2.0875 -1.5446 -0.5 0.2 -0.3
H -4.4332 -1.9507 1.4084 0.0 -0.1 0.2
H -3.7644 0.8403 -1.7801 -0.1 0.2 -0.3
H 1.6891 0.5921 -3.3606 -0.4 0.4 0.0
H 2.1875 1.1221 2.3886 0.0 -0.2 -0.1
H 0.5925 3.7121 -0.6121 -0.1 -0.2 -0.4
H -0.0292 1.0577 -3.1621 0.4 -0.1 0.4
H 4.1676 -3.1221 0.8327 0.1 -0.3 -0.3
```
Positions in Å, forces in eV/Å.

Computed properties:
Relative energy (zero: lowest compared OMol25 entry of this formula, charge and spin), eV: 3.821
HOMO-LUMO gap, eV: 8.44
E_LUMO, Ha: -0.01466
HOMO energy, eV: -8.841

Results of the Löwdin charge analysis, in e, for atoms 1 through 8: 1.034, 1.036, -0.098, 0.037, 0.030, -0.326, 0.003, -0.156